C4H10O2 | ωB97M-V/def2-TZVPD

Geometry as ORCA input:
```
! wB97M-V def2-TZVPD RIJCOSX def2/J DEFGRID3
* xyz 1 2
C -0.509 0.221 -1.735
C 0.950 0.346 -1.173
C 1.082 -0.158 0.059
O 0.067 -0.623 0.823
C 2.366 -0.201 0.872
H -0.631 0.181 -2.815
H -1.058 1.119 -1.301
H -0.996 -0.707 -1.329
H 1.856 0.539 -1.736
H -0.768 -0.212 0.530
H 1.768 -0.290 1.835
H 3.112 0.698 0.913
H 2.960 -1.017 0.378
H -3.283 0.944 0.257
H -3.076 0.629 1.717
O -2.968 0.230 0.853
*
```

E_tot   -308.52462 Ha
LUMO level (alpha / beta)   -3.817 / -8.045 eV
Energy relative to the best compared isomer or geometry (same formula, charge and spin)   35.3 kcal/mol
Frontier orbital gap (alpha / beta)   11.85 / 7.76 eV